C6H4FN3 | wB97M-V/def2-TZVPD

Each line ends with the natural charge from an NBO analysis.
Element x y z (Å)
1 C -0.906 -0.942 -0.812  0.23
2 C -3.663 0.201 1.383  0.23
3 C 1.168 1.363 -0.996  0.47
4 C 0.367 1.507 1.276  -0.12
5 C -2.192 -0.603 -0.349  -0.25
6 C -2.350 -0.014 0.859  -0.23
7 N 0.192 -1.221 -1.036  -0.26
8 N -4.677 0.340 1.902  -0.26
9 N 0.604 1.491 0.067  -0.38
10 F 0.495 1.191 -2.102  -0.31
11 H 0.300 0.569 1.813  0.17
12 H 0.357 2.347 1.801  0.19
13 H -3.055 -1.082 -0.934  0.27
14 H -1.501 0.317 1.482  0.25

Forces on atoms 1 to 2 (eV/Å):
1.516 -0.373 0.053
0.251 -0.104 0.256

Calculated values
E_LUMO in eV: -1.2
Kohn-Sham gap in eV: 7.7
ΔE to the lowest compared entry with this formula, charge and spin in eV: 0.037
Max |F| in hartree/bohr: 0.0840
E in Ha: -494.98299